(1)
The following is a DFT calculation (ωB97M-V/def2-TZVPD) of a structure of composition C36H34ClN8OTm.

The net charge is +2. Its spin multiplicity is 3. For the maximum force, the calculation gives 0.60 eV/A. The energy above the lowest of the compared OMol25 structures with the same formula, charge and spin comes out at 3.4 kcal per mole. Its total energy is -3450.6782 a.u. The value obtained for the molar mass is 799.1 u. Its HOMO-LUMO gap (alpha / beta) is 0.3231 / 0.3232 Eh. For the HOMO energy (alpha / beta), the calculation gives -13.747 / -13.750 eV.

Each line ends with the Löwdin spin population.
Geometry (Å):
Tm (-0.252, -0.236, -0.049)  2.02
C (1.408, 1.379, -2.797)  0.00
C (0.284, 0.615, -3.507)  0.00
C (-1.108, 1.059, -3.136)  0.00
C (-1.892, 1.737, -4.059)  0.00
C (-3.190, 2.093, -3.727)  0.00
C (-3.673, 1.750, -2.474)  0.00
C (-2.832, 1.085, -1.607)  0.00
N (-1.568, 0.750, -1.912)  0.00
N (1.832, 0.745, -1.525)  0.00
C (2.461, 1.757, -0.663)  0.00
C (1.463, 2.792, -0.213)  0.00
C (1.845, 4.116, -0.066)  0.00
C (0.891, 5.061, 0.277)  0.00
C (-0.423, 4.647, 0.428)  0.00
C (-0.717, 3.306, 0.268)  0.00
N (0.204, 2.378, -0.021)  0.00
C (2.830, -0.296, -1.799)  0.00
C (2.955, -1.330, -0.705)  0.00
C (4.143, -2.030, -0.549)  0.00
C (4.206, -3.060, 0.374)  0.00
C (3.068, -3.366, 1.108)  0.00
C (1.932, -2.613, 0.901)  0.00
N (1.871, -1.598, 0.027)  0.00
H (1.070, 2.392, -2.581)  0.00
H (2.270, 1.473, -3.466)  0.00
H (0.367, -0.450, -3.282)  0.00
H (0.406, 0.732, -4.583)  0.00
H (-1.492, 1.970, -5.036)  0.00
H (-3.816, 2.611, -4.440)  0.00
H (-4.686, 1.984, -2.180)  0.00
H (-3.192, 0.787, -0.628)  0.00
H (3.279, 2.262, -1.190)  0.00
H (2.901, 1.241, 0.194)  0.00
H (2.873, 4.404, -0.243)  0.00
H (1.164, 6.101, 0.390)  0.00
H (-1.209, 5.352, 0.662)  0.00
H (-1.736, 2.955, 0.365)  0.00
H (3.813, 0.147, -1.993)  0.00
H (2.541, -0.815, -2.715)  0.00
H (5.004, -1.779, -1.155)  0.00
H (5.123, -3.616, 0.516)  0.00
H (3.064, -4.175, 1.825)  0.00
H (1.020, -2.829, 1.447)  0.00
O (-4.128, -1.776, 1.162)  0.00
C (-3.023, -1.258, 1.190)  0.00
N (-1.920, -1.684, 0.522)  0.00
C (-2.219, -2.937, -0.166)  0.00
C (-1.279, -3.314, -1.261)  0.00
C (-1.465, -4.563, -1.859)  0.00
C (-0.643, -4.961, -2.888)  0.00
C (0.373, -4.096, -3.285)  0.00
C (0.492, -2.890, -2.637)  0.00
N (-0.316, -2.471, -1.645)  0.00
C (-2.824, -0.061, 2.088)  0.00
C (-3.724, 0.098, 3.134)  0.00
C (-3.532, 1.126, 4.037)  0.00
C (-2.440, 1.964, 3.850)  0.00
C (-1.610, 1.747, 2.771)  0.00
N (-1.781, 0.755, 1.886)  0.00
H (-3.232, -2.894, -0.575)  0.00
H (-2.247, -3.755, 0.563)  0.00
H (-2.264, -5.198, -1.499)  0.00
H (-0.778, -5.919, -3.371)  0.00
H (1.056, -4.357, -4.080)  0.00
H (1.294, -2.224, -2.924)  0.00
H (-4.548, -0.597, 3.209)  0.00
H (-4.206, 1.268, 4.871)  0.00
H (-2.236, 2.778, 4.532)  0.00
H (-0.750, 2.386, 2.615)  0.00
Cl (-0.257, -1.789, 5.593)  0.00
C (0.586, -0.710, 4.559)  0.00
C (1.450, 0.250, 5.068)  0.00
C (2.076, 1.098, 4.171)  0.00
C (1.813, 0.964, 2.819)  0.00
N (0.985, 0.043, 2.320)  0.00
C (0.395, -0.785, 3.190)  0.00
H (1.626, 0.321, 6.133)  0.00
H (2.762, 1.859, 4.515)  0.00
H (2.284, 1.637, 2.116)  0.00
H (-0.273, -1.542, 2.790)  0.00

Forces on atoms 1 to 6 (eV/Å):
0.486 0.129 -0.020
-0.102 0.038 -0.123
0.013 0.060 0.163
0.147 -0.058 -0.089
-0.091 0.019 0.064
0.061 -0.038 0.041

(2)
The following is a DFT calculation (ωB97M-V/def2-TZVPD) of a cluster of 3 separate species, C3H9N3O in total at a distorted geometry.

The net charge is 0. Its SMILES is C#N.C=N.CNO. For the maximum force, the calculation gives 2.90 eV/A. The energy above the lowest of the compared OMol25 structures with the same formula, charge and spin comes out at 110.6 kcal per mole. Its total energy is -359.0683 a.u. The value obtained for the molar mass is 103.1 u. Its HOMO-LUMO gap is 0.3014 Eh. For the HOMO energy, the calculation gives -7.785 eV.

Each line ends with the Löwdin charge.
Geometry (Å):
C (-1.579, 1.194, 1.386)  -0.04
N (-0.857, 0.337, 1.635)  0.12
H (-2.275, 1.993, 1.494)  0.07
C (-0.464, 2.075, -1.104)  -0.14
N (-0.041, 0.963, -1.535)  0.03
H (-1.357, 2.585, -1.478)  0.07
H (0.188, 2.646, -0.455)  0.07
H (-0.677, 0.474, -2.175)  0.08
C (0.608, -2.231, -0.011)  -0.16
N (1.411, -1.033, -0.078)  -0.21
O (1.849, -0.647, 1.198)  -0.14
H (0.335, -2.508, -1.030)  0.07
H (-0.309, -2.107, 0.586)  0.05
H (1.200, -3.038, 0.425)  0.07
H (0.907, -0.211, -0.614)  0.06
H (1.061, -0.492, 1.754)  0.02

Forces on atoms 1 to 6 (eV/Å):
0.222 -0.515 1.306
-0.392 0.372 -0.448
-0.129 0.162 -0.503
0.451 -0.038 -1.195
-0.546 0.245 -0.066
-0.176 -0.196 0.216

(3)
The following is a DFT calculation (ωB97M-V/def2-TZVPD) of a structure of composition C12H23NO9Rb at a distorted geometry.

The net charge is -1. For the maximum force, the calculation gives 17.62 eV/A. Its total energy is -1226.6260 a.u. The value obtained for the molar mass is 410.8 u. Its HOMO-LUMO gap is 0.2260 Eh. For the HOMO energy, the calculation gives -4.455 eV.

Each line ends with the Löwdin charge.
Geometry (Å):
Rb (-18.051, 0.542, 3.776)  1.75
C (-23.581, -3.351, 2.989)  -0.09
C (-22.112, -2.825, 3.198)  -0.19
C (-21.535, -2.186, 1.889)  -0.09
N (-19.999, -1.860, 2.043)  -0.14
C (-19.517, -1.256, 0.650)  -0.07
C (-19.475, -2.289, -0.541)  -0.11
C (-18.569, -3.552, -0.146)  -0.14
C (-18.999, -4.155, 1.227)  -0.13
C (-19.133, -3.119, 2.389)  -0.09
C (-19.822, -0.718, 3.040)  -0.18
H (-23.559, -3.949, 2.078)  0.06
H (-24.288, -2.541, 2.814)  0.06
H (-23.917, -3.992, 3.805)  0.07
H (-21.500, -3.674, 3.501)  0.10
H (-21.964, -2.216, 4.089)  0.11
H (-22.051, -1.255, 1.655)  0.12
H (-21.696, -2.850, 1.039)  0.11
H (-20.107, -0.358, 0.464)  0.12
H (-18.498, -0.878, 0.738)  0.05
H (-20.465, -2.680, -0.776)  0.09
H (-19.086, -1.698, -1.370)  0.11
H (-18.527, -4.389, -0.842)  0.10
H (-17.603, -3.088, 0.050)  0.08
H (-19.852, -4.833, 1.211)  0.10
H (-18.189, -4.794, 1.579)  0.11
H (-19.504, -3.494, 3.343)  0.08
H (-18.181, -2.610, 2.535)  0.07
H (-20.570, 0.035, 2.794)  0.11
H (-18.766, -0.458, 2.961)  -0.20
H (-19.967, -1.080, 4.058)  0.09
O (-14.827, 0.044, 4.897)  0.06
C (-15.714, 0.850, 5.558)  -0.88
O (-15.411, 1.206, 6.704)  -0.02
O (-16.653, 1.287, 4.919)  -0.40
H (-14.082, 0.046, 5.502)  0.09
O (-17.856, -1.103, 5.040)  -0.14
C (-18.765, -1.956, 5.424)  -0.82
O (-19.202, -1.948, 6.629)  -0.04
O (-19.251, -2.722, 4.589)  -0.09
H (-17.659, -1.479, 4.179)  -0.06
O (-16.966, -1.130, 0.788)  0.12
C (-16.888, -1.801, 1.925)  -0.75
O (-16.468, -2.957, 1.974)  0.09
O (-17.297, -1.183, 2.977)  -0.32
H (-17.373, -0.370, 1.212)  0.11

Forces on atoms 1 to 6 (eV/Å):
-2.532 17.436 0.156
1.306 0.596 -0.336
-0.191 -0.563 -0.378
0.941 -0.372 1.476
-2.195 -0.106 -2.030
-1.048 -1.159 0.458

(4)
The following is a DFT calculation (ωB97M-V/def2-TZVPD) of a structure of composition C5H10O2 at a distorted geometry.

The net charge is 0. For the maximum force, the calculation gives 1.70 eV/A. The energy above the lowest of the compared OMol25 structures with the same formula, charge and spin comes out at 63.6 kcal per mole. Its total energy is -346.9241 a.u. The value obtained for the molar mass is 102.1 u. Its HOMO-LUMO gap is 0.4022 Eh. For the HOMO energy, the calculation gives -9.965 eV.

Each line ends with the Löwdin charge.
Geometry (Å):
C (0.197, 1.936, 1.131)  -0.04
C (0.493, 1.099, -0.091)  -0.41
O (1.834, 0.671, 0.007)  -0.03
C (-0.484, -0.058, -0.233)  -0.30
C (-0.002, -1.280, -0.993)  -0.09
C (-0.955, -2.009, -0.068)  -0.18
O (-0.703, -0.956, 0.897)  -0.09
H (0.911, 2.760, 1.219)  0.08
H (-0.815, 2.343, 1.068)  0.09
H (0.277, 1.297, 2.015)  0.09
H (0.357, 1.696, -1.014)  0.15
H (1.957, -0.020, -0.656)  0.08
H (-1.476, 0.335, -0.507)  0.16
H (0.059, -1.359, -2.091)  0.13
H (0.880, -1.470, -0.343)  0.13
H (-0.658, -3.008, 0.258)  0.12
H (-2.017, -1.975, -0.333)  0.12

Forces on atoms 1 to 6 (eV/Å):
-0.055 0.051 0.086
-0.312 0.085 0.119
0.175 -0.165 -0.134
0.019 0.255 0.117
0.038 -0.040 0.220
-0.239 -0.299 0.239

Q: What is the maximum force in the first record?
A: 0.60 eV/A

Q: Among the records above, which one has the highest molar mass?
A: C36H34ClN8OTm

Q: What is the maximum force in the fourth record?
A: 1.70 eV/A